Below is 23 unconnected molecules or ions with the total composition C38H126Cl2N8O29 at a distorted geometry, with properties calculated with the ωB97M-V functional and the def2-TZVPD basis.

Results
Orbital gap = 7.09 eV
Calculated total energy = -5063.18445 a.u.
Charge = -2

Last column: Löwdin charge in e.
Element x y z (Å)
1 Cl -1.961 -2.059 -5.962  0.64
2 O -2.164 -0.773 -5.349  -0.37
3 O -1.312 -1.956 -7.225  -0.35
4 O -1.084 -2.835 -5.052  -0.40
5 O -3.221 -2.722 -6.083  -0.35
6 Cl 0.158 -0.519 -0.006  0.68
7 O -1.176 -0.451 0.539  -0.31
8 O 0.189 -0.631 -1.463  -0.35
9 O 0.844 0.656 0.373  -0.34
10 O 0.848 -1.700 0.516  -0.37
11 O -2.556 -1.334 -2.390  -0.04
12 H -2.242 -1.607 -3.252  0.02
13 H -1.762 -1.100 -1.909  0.01
14 O -2.914 -5.139 -0.700  -0.06
15 H -2.027 -4.942 -0.400  -0.05
16 H -2.820 -5.940 -1.216  0.01
17 O -4.839 -4.179 1.578  -0.07
18 H -4.512 -3.390 2.012  -0.04
19 H -5.211 -4.706 2.286  0.00
20 O -5.162 -1.146 -3.894  -0.06
21 H -4.817 -1.237 -4.782  0.01
22 H -4.404 -0.896 -3.366  -0.02
23 O 2.924 -4.855 -3.520  -0.07
24 H 3.303 -5.224 -2.722  0.01
25 H 2.154 -4.373 -3.218  -0.05
26 O 0.965 -3.468 -2.459  -0.04
27 H 1.076 -2.605 -2.059  0.02
28 H 0.131 -3.409 -2.926  0.06
29 O 4.091 3.471 3.919  -0.08
30 H 4.386 3.732 3.047  0.01
31 H 3.178 3.210 3.796  -0.04
32 O -4.501 -2.537 -1.100  -0.09
33 H -5.104 -1.806 -0.968  -0.06
34 H -3.700 -2.131 -1.431  -0.04
35 O 5.489 -4.458 2.184  -0.07
36 H 4.914 -3.869 1.695  -0.04
37 H 5.628 -4.017 3.022  0.02
38 O 2.010 1.610 -2.410  -0.06
39 H 1.597 0.814 -2.075  0.00
40 H 2.753 1.759 -1.826  -0.02
41 C 3.944 -1.425 -1.308  -0.04
42 C 4.454 -2.007 0.025  -0.37
43 C 4.459 -0.942 1.202  -0.13
44 O 5.424 0.158 1.020  -0.20
45 C 5.244 1.094 2.076  -0.14
46 N 3.522 -3.026 0.484  0.04
47 H 3.031 -0.845 -1.172  0.06
48 H 3.699 -2.240 -1.989  0.07
49 H 4.718 -0.787 -1.734  0.07
50 H 5.437 -2.428 -0.185  0.14
51 H 4.767 -1.468 2.106  0.11
52 H 3.464 -0.548 1.409  0.12
53 H 5.078 0.592 3.029  0.08
54 H 4.388 1.764 1.989  0.05
55 H 6.125 1.719 2.222  0.09
56 H 2.628 -2.556 0.461  0.03
57 H 3.355 -3.599 -0.331  0.07
58 C 1.190 4.712 2.381  -0.06
59 C 0.802 3.498 3.156  -0.42
60 C -0.614 2.912 2.801  -0.20
61 O -1.603 3.849 3.143  -0.19
62 C -2.974 3.344 2.951  -0.04
63 N 1.816 2.544 2.844  0.04
64 H 0.602 5.524 2.809  0.08
65 H 1.024 4.672 1.305  0.07
66 H 2.239 4.991 2.489  0.07
67 H 0.814 3.688 4.229  0.15
68 H -0.680 1.963 3.333  0.10
69 H -0.639 2.653 1.742  0.11
70 H -3.051 2.328 3.338  0.07
71 H -3.128 3.298 1.873  0.07
72 H -3.686 4.041 3.392  0.09
73 H 1.507 2.162 1.962  0.07
74 H 1.615 1.782 3.475  0.07
75 C 0.494 -6.856 -0.622  -0.03
76 C 0.147 -5.925 0.596  -0.38
77 C 1.299 -5.702 1.625  -0.18
78 O 0.845 -4.867 2.714  -0.22
79 C 1.922 -4.599 3.601  -0.09
80 N -0.342 -4.628 0.111  0.06
81 H 1.212 -6.454 -1.337  0.06
82 H -0.383 -7.122 -1.211  0.08
83 H 1.019 -7.745 -0.271  0.07
84 H -0.604 -6.498 1.140  0.13
85 H 2.183 -5.538 1.008  0.12
86 H 1.371 -6.691 2.077  0.12
87 H 2.484 -5.523 3.738  0.09
88 H 1.471 -4.320 4.553  0.08
89 H 2.525 -3.813 3.145  0.08
90 H -0.319 -3.920 0.830  0.07
91 H 0.426 -4.381 -0.497  0.05
92 C -4.683 -2.019 4.674  -0.05
93 C -3.812 -1.124 3.800  -0.42
94 C -2.643 -0.455 4.535  -0.20
95 O -3.161 0.178 5.693  -0.18
96 C -2.229 0.550 6.702  -0.10
97 N -3.390 -1.927 2.682  0.08
98 H -5.443 -2.476 4.041  0.08
99 H -5.125 -1.393 5.450  0.07
100 H -4.131 -2.710 5.310  0.07
101 H -4.482 -0.313 3.518  0.13
102 H -2.056 0.187 3.877  0.10
103 H -1.825 -1.107 4.841  0.11
104 H -1.741 -0.299 7.181  0.08
105 H -2.672 1.008 7.586  0.08
106 H -1.429 1.194 6.337  0.08
107 H -2.578 -2.423 3.020  0.07
108 H -2.938 -1.285 2.046  0.05
109 C -5.087 0.914 0.726  -0.06
110 C -6.463 0.360 0.446  -0.37
111 C -7.619 1.370 0.211  -0.21
112 O -8.809 0.667 0.360  -0.19
113 C -10.058 1.298 0.274  -0.11
114 N -6.194 -0.481 -0.738  0.05
115 H -4.631 1.556 -0.027  0.08
116 H -4.428 0.182 1.194  0.07
117 H -5.157 1.593 1.575  0.06
118 H -6.688 -0.259 1.314  0.14
119 H -7.455 1.833 -0.762  0.13
120 H -7.472 2.108 1.000  0.12
121 H -10.744 0.493 0.537  0.09
122 H -10.197 1.674 -0.740  0.09
123 H -10.159 2.070 1.037  0.08
124 H -7.014 -0.688 -1.290  0.10
125 H -5.698 0.139 -1.363  0.08
126 C 2.841 1.673 -7.409  -0.06
127 C 1.404 1.313 -6.831  -0.37
128 C 1.471 0.439 -5.545  -0.19
129 O 2.002 -0.822 -5.884  -0.17
130 C 2.331 -1.596 -4.789  -0.11
131 N 0.723 2.578 -6.599  0.04
132 H 2.730 2.302 -8.293  0.05
133 H 3.322 0.810 -7.870  0.06
134 H 3.527 2.185 -6.734  0.06
135 H 0.815 0.778 -7.575  0.13
136 H 0.563 0.337 -4.952  0.13
137 H 2.100 0.970 -4.831  0.09
138 H 1.440 -1.922 -4.252  0.07
139 H 3.031 -1.049 -4.157  0.08
140 H 2.851 -2.445 -5.232  0.10
141 H 1.217 3.237 -7.184  0.04
142 H 0.961 2.765 -5.636  0.02
143 C -2.217 1.853 -2.377  -0.04
144 C -2.399 3.382 -2.297  -0.42
145 C -1.374 4.033 -1.248  -0.17
146 O -1.665 5.424 -1.217  -0.19
147 C -0.954 6.126 -0.200  -0.11
148 N -2.263 3.938 -3.607  0.06
149 H -2.826 1.309 -3.098  0.08
150 H -2.502 1.461 -1.400  0.06
151 H -1.139 1.755 -2.507  0.07
152 H -3.391 3.581 -1.892  0.12
153 H -0.376 3.809 -1.625  0.10
154 H -1.498 3.563 -0.272  0.10
155 H 0.124 6.063 -0.354  0.07
156 H -1.202 5.788 0.806  0.07
157 H -1.268 7.168 -0.253  0.08
158 H -1.283 3.893 -3.848  0.05
159 H -2.474 4.926 -3.577  0.06
160 C 4.872 3.073 -2.814  -0.07
161 C 5.406 2.384 -1.575  -0.35
162 C 6.612 3.157 -0.973  -0.18
163 O 6.371 4.570 -0.923  -0.20
164 C 7.465 5.375 -0.447  -0.10
165 N 4.184 2.198 -0.695  0.07
166 H 4.217 2.414 -3.383  0.07
167 H 5.636 3.448 -3.496  0.08
168 H 4.329 3.957 -2.480  0.07
169 H 5.829 1.409 -1.819  0.13
170 H 7.520 2.951 -1.539  0.12
171 H 6.695 2.776 0.044  0.10
172 H 8.394 5.425 -1.015  0.08
173 H 7.649 5.148 0.603  0.08
174 H 7.152 6.416 -0.530  0.08
175 H 4.389 1.617 0.106  0.02
176 H 3.925 3.109 -0.344  0.09
177 C 1.146 -1.084 4.112  -0.05
178 C 2.532 -0.623 4.624  -0.30
179 O 2.393 0.073 5.873  -0.09
180 H 0.436 -0.275 4.284  0.06
181 H 0.992 -1.951 4.754  0.06
182 H 1.089 -1.488 3.102  0.06
183 H 3.097 0.042 3.971  0.08
184 H 3.178 -1.453 4.910  0.10
185 H 2.061 -0.569 6.504  0.07
186 C 1.030 5.924 -4.360  -0.06
187 C 1.609 4.741 -3.552  -0.27
188 O 0.964 3.515 -3.921  -0.14
189 H 1.508 6.877 -4.138  0.06
190 H -0.005 6.201 -4.157  0.06
191 H 1.195 5.831 -5.434  0.07
192 H 1.534 4.743 -2.465  0.10
193 H 2.686 4.669 -3.699  0.08
194 H 1.409 2.769 -3.512  0.01
195 C -3.027 -5.665 4.058  -0.07
196 C -1.750 -5.274 4.772  -0.34
197 O -1.453 -4.000 4.335  -0.09
198 H -2.953 -5.838 2.984  0.08
199 H -3.735 -4.861 4.259  0.05
200 H -3.442 -6.529 4.578  0.07
201 H -0.954 -5.955 4.471  0.10
202 H -1.828 -5.315 5.859  0.11
203 H -0.639 -4.043 3.828  0.04

---

Below is a molecular structure, C38H15F16GeHfN5S at a distorted geometry, with properties calculated with the ωB97M-V functional and the def2-TZVPD basis.

Results
Orbital gap = 6.27 eV
Calculated total energy = -5851.35668 a.u.
Charge = +2

Last column: Löwdin charge in e.
Element x y z (Å)
1 Hf -0.142 1.251 0.160  1.50
2 N 4.430 1.824 -0.559  0.17
3 C 3.249 1.256 -0.464  -0.10
4 N 2.112 1.916 -0.408  0.03
5 C 2.147 3.313 -0.520  -0.26
6 N 1.064 4.027 -0.583  0.09
7 N -0.108 3.331 -0.528  -0.12
8 C -1.199 4.001 -0.659  0.01
9 C -2.468 3.304 -0.567  -0.25
10 C -3.662 3.965 -0.805  0.04
11 C -4.852 3.251 -0.735  0.01
12 C -4.800 1.902 -0.427  0.01
13 C -3.567 1.311 -0.196  -0.08
14 N -2.421 1.986 -0.259  -0.01
15 C 3.425 3.991 -0.591  -0.08
16 C 3.536 5.384 -0.660  0.01
17 C 4.783 5.967 -0.717  -0.02
18 C 5.934 5.177 -0.705  -0.02
19 C 5.845 3.800 -0.652  0.01
20 C 4.589 3.211 -0.599  -0.15
21 H 5.260 1.248 -0.608  0.18
22 H 3.216 0.173 -0.441  0.15
23 H -1.165 5.071 -0.834  0.16
24 H -3.653 5.018 -1.054  0.14
25 H -5.797 3.741 -0.925  0.13
26 H -5.703 1.311 -0.364  0.13
27 H -3.491 0.256 0.041  0.12
28 H 2.636 5.979 -0.673  0.12
29 H 4.872 7.043 -0.778  0.12
30 H 6.907 5.647 -0.738  0.13
31 H 6.740 3.190 -0.651  0.13
32 F 2.163 -2.458 -1.650  0.04
33 C 1.621 -3.497 -2.329  -0.22
34 C 0.246 -3.659 -2.288  -0.13
35 C -0.288 -4.729 -2.985  -0.21
36 F -1.603 -4.953 -2.951  0.12
37 C 0.517 -5.606 -3.694  -0.13
38 F -0.012 -6.630 -4.342  0.16
39 C 1.892 -5.414 -3.710  -0.12
40 F 2.666 -6.246 -4.376  0.17
41 C 2.455 -4.346 -3.024  -0.14
42 F 3.769 -4.152 -3.033  0.14
43 Ge -0.708 -2.413 -1.105  0.74
44 S -0.362 -0.349 -1.745  0.26
45 C -2.641 -2.763 -1.027  -0.15
46 C -3.351 -2.715 -2.217  -0.25
47 F -2.700 -2.331 -3.322  0.09
48 C -4.691 -3.042 -2.284  -0.13
49 F -5.355 -2.982 -3.428  0.16
50 C -5.345 -3.430 -1.121  -0.12
51 F -6.620 -3.755 -1.164  0.17
52 C -4.672 -3.449 0.094  -0.14
53 F -5.312 -3.782 1.206  0.15
54 C -3.334 -3.102 0.124  -0.22
55 F -2.697 -3.068 1.306  0.10
56 C 0.108 -2.884 0.661  -0.13
57 C -0.011 -4.197 1.091  -0.22
58 F -0.666 -5.065 0.315  0.12
59 C 0.490 -4.630 2.307  -0.12
60 F 0.362 -5.887 2.685  0.17
61 C 1.123 -3.722 3.150  -0.12
62 F 1.582 -4.109 4.319  0.18
63 C 1.265 -2.402 2.749  -0.13
64 F 1.878 -1.509 3.520  0.14
65 C 0.761 -2.037 1.519  -0.18
66 F 0.959 -0.716 1.141  -0.08
67 F -0.050 2.592 6.311  0.12
68 C -0.081 2.334 5.012  -0.26
69 C 1.067 1.866 4.392  0.01
70 C 1.020 1.595 3.038  -0.14
71 C -0.156 1.753 2.274  -0.33
72 C -1.285 2.243 2.961  -0.13
73 C -1.258 2.537 4.312  0.01
74 H 1.966 1.716 4.974  0.13
75 H 1.931 1.235 2.568  0.08
76 H -2.221 2.407 2.437  0.08
77 H -2.134 2.908 4.828  0.13

---

Below is a molecular structure, C38H15F16GeHfN5S at a distorted geometry, with properties calculated with the ωB97M-V functional and the def2-TZVPD basis.

Results
Orbital gap = 6.44 eV
Calculated total energy = -5851.34218 a.u.
Charge = +2

Last column: Löwdin charge in e.
Element x y z (Å)
1 Hf -0.987 -0.345 0.683  1.57
2 N -0.144 -1.879 5.032  0.17
3 C -0.759 -1.171 4.104  -0.10
4 N -0.218 -0.823 2.961  0.05
5 C 1.117 -1.175 2.738  -0.28
6 N 1.799 -0.628 1.779  0.10
7 N 1.102 0.128 0.897  -0.15
8 C 1.671 1.041 0.196  0.01
9 C 0.901 1.652 -0.876  -0.26
10 C 1.371 2.761 -1.558  0.03
11 C 0.607 3.288 -2.591  0.01
12 C -0.596 2.678 -2.905  0.01
13 C -1.010 1.585 -2.160  -0.10
14 N -0.287 1.070 -1.169  -0.03
15 C 1.785 -2.089 3.634  -0.08
16 C 3.044 -2.634 3.367  0.01
17 C 3.645 -3.447 4.303  -0.03
18 C 3.003 -3.724 5.512  -0.02
19 C 1.749 -3.213 5.782  0.01
20 C 1.137 -2.403 4.835  -0.15
21 H -0.621 -2.088 5.897  0.18
22 H -1.769 -0.853 4.325  0.15
23 H 2.702 1.334 0.368  0.16
24 H 2.317 3.203 -1.276  0.14
25 H 0.950 4.156 -3.138  0.13
26 H -1.211 3.039 -3.716  0.13
27 H -1.967 1.118 -2.361  0.12
28 H 3.520 -2.400 2.426  0.12
29 H 4.617 -3.876 4.102  0.12
30 H 3.490 -4.350 6.247  0.13
31 H 1.243 -3.443 6.711  0.13
32 F -2.950 -1.074 -0.565  -0.07
33 C -4.188 -0.891 -1.174  -0.19
34 C -4.879 0.259 -0.878  -0.12
35 C -6.107 0.410 -1.503  -0.21
36 F -6.841 1.493 -1.258  0.13
37 C -6.598 -0.550 -2.379  -0.12
38 F -7.767 -0.385 -2.967  0.17
39 C -5.861 -1.701 -2.633  -0.12
40 F -6.326 -2.619 -3.450  0.18
41 C -4.625 -1.880 -2.024  -0.14
42 F -3.895 -2.962 -2.250  0.15
43 Ge -4.334 1.386 0.684  0.73
44 S -2.250 1.821 1.135  0.28
45 C -5.182 3.139 0.607  -0.17
46 C -5.031 3.847 -0.572  -0.23
47 F -4.395 3.235 -1.596  0.07
48 C -5.490 5.139 -0.712  -0.13
49 F -5.317 5.809 -1.843  0.15
50 C -6.133 5.734 0.368  -0.12
51 F -6.583 6.967 0.255  0.17
52 C -6.290 5.050 1.566  -0.13
53 F -6.895 5.636 2.586  0.16
54 C -5.787 3.765 1.680  -0.21
55 F -5.845 3.124 2.853  0.11
56 C -5.040 0.102 2.042  -0.12
57 C -6.379 0.090 2.400  -0.21
58 F -7.208 0.941 1.801  0.13
59 C -6.882 -0.808 3.331  -0.12
60 F -8.164 -0.806 3.641  0.17
61 C -6.025 -1.724 3.931  -0.12
62 F -6.480 -2.580 4.821  0.17
63 C -4.687 -1.753 3.567  -0.13
64 F -3.838 -2.631 4.111  0.12
65 C -4.244 -0.857 2.619  -0.20
66 F -2.931 -0.983 2.209  -0.09
67 F 0.547 -6.362 -0.228  0.11
68 C 0.200 -5.090 -0.080  -0.27
69 C 1.036 -4.105 -0.580  0.01
70 C 0.669 -2.781 -0.419  -0.12
71 C -0.521 -2.404 0.236  -0.34
72 C -1.326 -3.454 0.720  -0.13
73 C -0.985 -4.785 0.569  0.01
74 H 1.951 -4.386 -1.083  0.13
75 H 1.336 -2.027 -0.826  0.09
76 H -2.265 -3.238 1.223  0.09
77 H -1.614 -5.584 0.939  0.13

---

Below is a molecular structure, C38H20AsF4N7OSTa at a distorted geometry, with properties calculated with the ωB97M-V functional and the def2-TZVPD basis.

Results
Orbital gap = 4.42 eV
Calculated total energy = -5007.92503 a.u.
Charge = +3

Last column: Löwdin charge in e.
Element x y z (Å)
1 Ta 0.119 -0.119 0.482  1.62
2 N -0.004 4.373 0.555  0.15
3 C -0.373 3.097 0.498  -0.75
4 S 0.568 2.008 1.580  0.69
5 N -1.303 2.692 -0.284  0.01
6 N -1.563 1.356 -0.250  -0.13
7 C -2.803 1.039 -0.489  0.03
8 C -3.394 -0.272 -0.390  -0.14
9 C -4.689 -0.527 -0.843  0.03
10 C -5.243 -1.781 -0.681  0.00
11 C -4.518 -2.796 -0.051  0.01
12 C -3.234 -2.554 0.421  0.01
13 C -2.711 -1.296 0.238  -0.26
14 O -1.444 -0.968 0.652  -0.33
15 H 0.664 4.707 1.230  0.12
16 H -0.469 5.051 -0.031  0.14
17 H -3.459 1.871 -0.731  0.16
18 H -5.252 0.263 -1.328  0.14
19 H -6.247 -1.976 -1.036  0.14
20 H -4.959 -3.776 0.083  0.14
21 H -2.661 -3.308 0.951  0.13
22 F 3.546 -2.393 -4.770  0.18
23 C 2.296 -2.091 -4.491  -0.14
24 C 1.315 -2.621 -5.249  -0.12
25 F 1.648 -3.404 -6.234  0.21
26 C -0.092 -2.400 -4.978  0.00
27 C -0.366 -1.510 -3.869  -0.14
28 C 0.628 -0.952 -3.165  -0.10
29 F 0.238 -0.067 -2.186  0.01
30 C 2.022 -1.258 -3.361  0.02
31 C 3.026 -0.867 -2.478  -0.11
32 C 2.597 -0.258 -1.303  -0.08
33 N 2.061 0.100 -0.340  -0.01
34 C 4.419 -1.188 -2.583  -0.14
35 N 5.532 -1.480 -2.605  0.27
36 F -1.598 -1.239 -3.518  0.17
37 C -1.081 -3.016 -5.681  -0.08
38 C -0.835 -3.942 -6.742  -0.12
39 N -0.697 -4.743 -7.559  0.29
40 C -2.468 -2.863 -5.342  -0.13
41 N -3.573 -2.782 -5.033  0.27
42 C -0.135 -5.518 3.919  -0.03
43 C 0.549 -4.319 4.083  -0.04
44 C 0.809 -3.520 2.981  -0.12
45 C 0.395 -3.942 1.720  -0.39
46 C -0.297 -5.132 1.545  -0.09
47 C -0.557 -5.922 2.659  -0.04
48 As 0.899 -2.866 0.215  1.32
49 C 2.751 -3.260 -0.082  -0.33
50 C 3.837 -2.864 0.681  -0.08
51 C 5.097 -3.346 0.348  -0.04
52 C 5.248 -4.198 -0.738  -0.03
53 C 4.149 -4.586 -1.497  0.01
54 C 2.885 -4.113 -1.176  -0.20
55 C 1.620 -4.453 -1.877  -0.18
56 C 1.494 -5.317 -2.959  0.02
57 C 0.241 -5.583 -3.502  -0.03
58 C -0.903 -4.983 -2.982  -0.06
59 C -0.796 -4.108 -1.908  -0.09
60 C 0.459 -3.869 -1.364  -0.32
61 H -0.345 -6.138 4.781  0.13
62 H 0.882 -4.013 5.067  0.12
63 H 1.349 -2.587 3.111  0.09
64 H -0.614 -5.454 0.564  0.10
65 H -1.086 -6.858 2.537  0.12
66 H 3.719 -2.208 1.535  0.11
67 H 5.959 -3.058 0.936  0.13
68 H 6.233 -4.564 -0.999  0.13
69 H 4.289 -5.264 -2.331  0.13
70 H 2.368 -5.812 -3.366  0.13
71 H 0.155 -6.278 -4.329  0.13
72 H -1.879 -5.217 -3.393  0.12
73 H -1.685 -3.653 -1.490  0.10